The following is a quantum chemistry calculation of a molecular structure, C25H32BO4Pb, from the Open Molecules 2025 dataset.

## Properties
Frontier orbital gap (alpha / beta): 4.10 / 4.09 eV
HOMO (alpha / beta): -2.76 / -2.75 eV
Charge: -1

XYZ file:
```
63
Properties=species:S:1:pos:R:3:mulliken_charge:R:1
O 0.59 1.67 -4.03 -0.38
C 0.95 2.36 -5.29 -0.52
C -0.45 2.97 -5.49 -0.78
H 1.26 1.60 -6.01 0.15
H 1.74 3.13 -5.15 0.29
C -0.74 2.21 -4.16 2.07
H -1.19 2.51 -6.21 0.24
H -0.50 4.08 -5.44 0.36
C -1.78 1.14 -4.37 -1.03
H -1.46 0.35 -5.07 -0.08
H -2.69 1.59 -4.80 0.47
H -2.00 0.71 -3.38 0.04
C -1.24 3.17 -3.09 -1.77
H -0.64 4.08 -2.93 0.39
H -1.45 2.66 -2.14 0.11
H -2.20 3.58 -3.48 0.45
Pb 1.29 -2.91 -2.12 0.49
C 1.18 0.92 1.07 -0.85
C 2.23 -0.01 0.93 -0.19
C 2.59 -0.07 -0.43 -1.30
H 2.73 -0.56 1.72 0.52
C 1.77 0.84 -1.16 -0.47
C 0.90 1.46 -0.22 -0.39
H 0.18 2.24 -0.46 0.39
H 0.70 1.20 2.00 0.44
H 3.34 -0.73 -0.88 0.72
H 1.80 1.01 -2.23 0.65
C -1.39 -0.93 1.17 -0.32
C -1.91 0.33 0.79 -0.87
C -2.54 0.19 -0.47 -0.36
H -1.83 1.24 1.40 0.41
C -2.40 -1.16 -0.89 -0.90
C -1.74 -1.87 0.16 -0.73
H -1.53 -2.94 0.20 0.73
H -0.84 -1.17 2.08 0.42
H -3.06 1.00 -0.99 0.65
H -2.75 -1.56 -1.83 0.46
O 0.87 -1.89 -5.19 -0.21
C 0.16 -1.21 -6.25 0.39
C 0.59 -1.73 -7.65 -0.62
H 0.34 -0.13 -6.15 -0.53
H -0.92 -1.40 -6.06 0.21
C 1.60 -2.87 -7.33 -0.55
H 1.02 -0.91 -8.24 0.29
H -0.28 -2.06 -8.23 0.27
C 1.65 -2.95 -5.78 -0.44
H 2.57 -2.63 -7.77 0.23
H 1.25 -3.81 -7.78 0.26
H 2.68 -2.87 -5.37 0.30
H 1.23 -3.92 -5.43 0.28
O 0.42 -4.70 0.85 -0.57
B 1.11 -3.65 0.17 0.17
O 1.85 -2.99 1.25 -0.35
C 1.46 -3.52 2.43 0.82
C 1.80 -3.14 3.73 -0.81
C 1.15 -3.78 4.81 -0.42
C 0.24 -4.82 4.57 -0.49
C -0.07 -5.20 3.26 -0.77
C 0.58 -4.57 2.20 0.54
H 2.49 -2.31 3.88 0.38
H 1.41 -3.50 5.83 0.35
H -0.27 -5.28 5.41 0.36
H -0.81 -5.96 3.04 0.40
```